This record from the Open Molecules 2025 dataset describes C21H37N8O2PtS2 as an isolated structure. The level of theory is wB97M-V/def2-TZVPD.

```
! wB97M-V def2-TZVPD RIJCOSX def2/J DEFGRID3
* xyz 3 5
Pt -0.41 -0.31 0.17
C 1.36 -1.89 2.18
C -0.05 -2.51 2.17
N -1.09 -1.47 2.02
C -1.23 -0.56 3.18
C -1.49 0.88 2.75
N -0.60 1.34 1.65
C 0.76 1.77 2.02
C 1.63 0.58 2.39
N 1.42 -0.58 1.49
H 1.73 -1.77 3.20
H 2.05 -2.58 1.69
H -0.16 -3.18 1.32
H -0.21 -3.09 3.08
H -1.97 -1.92 1.81
H -2.06 -0.88 3.82
H -0.34 -0.64 3.79
H -2.51 0.97 2.38
H -1.39 1.54 3.62
H -1.06 2.15 1.22
H 1.18 2.28 1.15
H 0.75 2.48 2.85
H 2.68 0.88 2.37
H 1.43 0.26 3.41
H 2.14 -0.59 0.78
O 0.91 2.83 -4.91
C 2.08 2.32 -4.74
C 3.05 2.59 -5.76
C 4.31 2.09 -5.65
C 4.65 1.31 -4.53
C 3.70 1.04 -3.52
C 2.42 1.52 -3.59
C 1.47 1.20 -2.48
O 1.83 0.56 -1.51
N 0.17 1.68 -2.67
N -0.74 1.34 -1.79
C -1.89 2.02 -1.95
S -2.14 3.23 -3.12
C -3.72 3.81 -2.43
C -4.42 2.62 -1.81
S -3.18 1.66 -0.88
H 0.34 2.59 -4.11
H 2.73 3.19 -6.60
H 5.05 2.29 -6.41
H 5.65 0.92 -4.44
H 3.99 0.44 -2.67
H -4.31 4.23 -3.25
H -3.50 4.59 -1.71
H -4.86 1.95 -2.55
H -5.20 2.93 -1.11
C -3.40 -2.59 -3.16
N -2.53 -2.49 -2.00
C -3.17 -2.32 -0.71
C -1.18 -2.54 -2.09
N -0.41 -2.03 -1.14
N -0.65 -3.13 -3.20
C -1.12 -4.45 -3.64
C 0.71 -2.84 -3.60
H -4.19 -1.85 -3.07
H -3.87 -3.58 -3.24
H -2.84 -2.40 -4.07
H -4.24 -2.30 -0.86
H -2.86 -1.39 -0.22
H -2.95 -3.17 -0.06
H 0.55 -2.32 -1.30
H -2.03 -4.73 -3.12
H -0.35 -5.20 -3.41
H -1.30 -4.45 -4.71
H 0.96 -1.80 -3.36
H 0.79 -2.96 -4.68
H 1.44 -3.50 -3.13
*
```

Results
LUMO level (spin up / spin down)	-8.4375 / -11.2832	eV


This record from the Open Molecules 2025 dataset describes C21H38AuN5S2Si3 as an isolated structure. The level of theory is wB97M-V/def2-TZVPD.

```
! wB97M-V def2-TZVPD RIJCOSX def2/J DEFGRID3
* xyz 0 1
Au 0.59 0.67 -0.58
C -1.00 4.10 0.33
Si 0.36 3.24 1.30
C 2.00 3.76 0.53
C 0.35 3.97 3.04
C 0.12 1.39 1.33
Si -1.64 0.87 1.61
C -1.82 -0.98 1.95
C -2.45 1.74 3.07
C -2.79 1.21 0.15
Si 1.31 0.52 2.45
C 0.80 0.45 4.26
C 3.06 1.22 2.44
C 1.57 -1.30 1.90
C 2.24 -2.24 2.70
C 2.45 -3.52 2.23
C 1.96 -3.87 0.97
C 1.29 -2.90 0.24
N 1.11 -1.65 0.69
H -0.73 5.14 0.14
H -1.95 4.09 0.86
H -1.15 3.60 -0.64
H 1.95 4.80 0.20
H 2.23 3.14 -0.34
H 2.82 3.67 1.24
H 0.44 5.06 3.01
H 1.20 3.58 3.62
H -0.56 3.72 3.58
H -1.15 -1.32 2.75
H -1.55 -1.57 1.06
H -2.84 -1.22 2.26
H -1.92 1.55 4.01
H -3.49 1.39 3.19
H -2.48 2.82 2.92
H -2.38 0.83 -0.79
H -2.96 2.29 0.04
H -3.77 0.74 0.32
H 0.56 1.45 4.63
H 1.60 0.04 4.88
H -0.09 -0.18 4.40
H 3.09 2.22 2.88
H 3.45 1.27 1.42
H 3.72 0.58 3.03
H 2.60 -1.95 3.68
H 2.98 -4.25 2.83
H 2.09 -4.87 0.57
H 0.86 -3.13 -0.73
N -4.32 -2.89 -2.86
C -3.41 -2.47 -1.96
N -3.90 -2.13 -0.75
S -1.78 -2.37 -2.32
H -5.27 -3.11 -2.59
H -3.98 -3.25 -3.73
H -4.88 -2.01 -0.60
H -3.26 -1.72 -0.09
N 1.90 -3.17 -6.34
C 1.25 -1.99 -6.35
S 0.60 -1.37 -7.73
C 1.18 -1.30 -5.03
C 0.22 -0.32 -4.80
C 0.14 0.28 -3.56
N 0.98 -0.02 -2.55
C 1.92 -0.95 -2.77
C 2.04 -1.60 -3.98
H 1.95 -3.69 -7.20
H 2.18 -3.62 -5.48
H -0.47 -0.05 -5.58
H -0.60 1.03 -3.35
H 2.57 -1.17 -1.94
H 2.85 -2.32 -4.10
*
```

Results
LUMO level	-0.7847	eV


This record from the Open Molecules 2025 dataset describes C21H38AuNO6S2Si4Te as an isolated structure. The level of theory is wB97M-V/def2-TZVPD.

```
! wB97M-V def2-TZVPD RIJCOSX def2/J DEFGRID3
* xyz 0 1
Au -0.90 -1.04 1.12
O -0.58 -2.59 -0.78
S -1.72 -1.97 -1.44
O -2.53 -2.82 -2.25
O -2.51 -1.25 -0.38
C -1.21 -0.60 -2.53
C -2.17 -0.40 -3.52
C -2.08 0.64 -4.43
C -1.00 1.50 -4.38
C -0.04 1.31 -3.41
C -0.11 0.28 -2.46
S 1.31 0.43 -1.32
O 2.43 0.69 -2.19
O 0.92 1.61 -0.51
O 1.42 -0.76 -0.49
H -3.00 -1.09 -3.58
H -2.85 0.75 -5.19
H -0.89 2.30 -5.10
H 0.83 1.95 -3.38
C 3.02 -1.43 4.61
Si 1.19 -1.67 4.90
C 0.85 -2.09 6.70
C 0.53 -3.01 3.79
Si 0.08 0.41 4.67
Te 0.51 0.74 2.18
Si -2.21 0.29 5.18
C -2.87 -1.38 4.67
C -2.34 0.52 7.04
C -3.17 1.65 4.32
Si 1.16 2.20 5.75
C 1.33 1.87 7.58
C 0.08 3.72 5.47
C 2.85 2.50 5.00
H 3.54 -2.38 4.76
H 3.45 -0.70 5.30
H 3.24 -1.10 3.59
H 1.43 -2.97 6.99
H -0.21 -2.33 6.85
H 1.11 -1.27 7.37
H 1.10 -3.93 3.98
H 0.67 -2.78 2.72
H -0.52 -3.22 3.97
H -2.40 -2.19 5.23
H -2.71 -1.56 3.61
H -3.95 -1.43 4.86
H -1.70 -0.17 7.59
H -3.37 0.33 7.36
H -2.08 1.54 7.33
H -3.14 1.53 3.23
H -2.80 2.64 4.57
H -4.22 1.59 4.62
H 0.38 1.57 8.04
H 1.68 2.77 8.10
H 2.06 1.08 7.77
H -0.88 3.62 5.98
H -0.12 3.90 4.41
H 0.58 4.61 5.87
H 3.54 1.68 5.23
H 3.28 3.41 5.43
H 2.83 2.62 3.92
C -2.16 5.21 -1.31
C -1.70 4.25 -0.25
C -2.34 3.04 -0.05
C -1.83 2.13 0.84
N -0.73 2.39 1.56
C -0.10 3.56 1.39
C -0.57 4.52 0.52
H -3.22 5.10 -1.51
H -1.62 4.99 -2.23
H -1.94 6.24 -1.03
H -3.22 2.77 -0.62
H -2.27 1.15 0.97
H 0.82 3.70 1.95
H -0.02 5.44 0.42
*
```

Results
LUMO level	-1.3506	eV


This record from the Open Molecules 2025 dataset describes a 3-piece molecular cluster, C21H38Cl4N4O9P overall. The level of theory is wB97M-V/def2-TZVPD.

```
! wB97M-V def2-TZVPD RIJCOSX def2/J DEFGRID3
* xyz 1 1
C 2.59 -1.38 1.62
C 1.71 -2.58 1.29
N 0.27 -2.26 1.32
C -0.51 -3.45 0.95
C -1.56 -3.17 -0.11
N -0.96 -3.06 -1.45
C -0.75 -1.91 -2.05
N -0.09 -1.96 -3.24
C 0.06 -0.76 -4.09
C 1.52 -0.53 -4.45
C 1.78 0.86 -5.01
Cl 1.98 -1.74 -5.70
N -1.16 -0.73 -1.43
C -0.06 0.17 -1.04
C -0.30 1.64 -1.23
O -0.30 2.01 -2.62
C -2.43 -0.13 -1.83
Cl -3.24 -1.25 -2.99
C -3.42 0.10 -0.67
C -2.83 0.32 0.72
Cl -4.50 1.44 -1.13
P -0.46 -4.57 -2.34
O -0.96 -5.69 -1.30
Cl -2.02 -4.59 -3.67
C -0.05 -1.86 2.69
C -0.13 -0.38 2.95
O -0.20 -2.68 3.58
H 2.21 -0.46 1.17
H 3.59 -1.54 1.23
H 2.69 -1.22 2.69
H 1.93 -3.38 2.02
H 1.98 -2.97 0.31
H 0.17 -4.21 0.57
H -1.00 -3.92 1.81
H -2.18 -2.30 0.10
H -2.23 -4.02 -0.14
H 0.83 -2.39 -3.12
H -0.45 -0.99 -5.03
H -0.40 0.13 -3.68
H 2.17 -0.69 -3.59
H 2.86 1.05 -4.99
H 1.30 1.63 -4.41
H 1.45 0.95 -6.03
H 0.85 -0.10 -1.60
H 0.19 -0.02 0.01
H 0.51 2.17 -0.72
H -1.23 1.99 -0.81
H 0.41 2.63 -2.77
H -2.31 0.78 -2.40
H -4.06 -0.77 -0.61
H -3.53 0.92 1.30
H -1.89 0.85 0.74
H -2.71 -0.62 1.26
H -1.92 -5.70 -1.20
H -0.06 0.22 2.05
H -1.05 -0.15 3.48
H 0.70 -0.12 3.60
C -1.23 5.54 -2.26
C -2.43 5.69 -1.35
O -2.16 4.71 -0.33
C -0.83 4.49 -0.30
O -0.28 3.84 0.53
O -0.22 5.07 -1.35
H -0.92 6.47 -2.72
H -1.38 4.79 -3.03
H -2.49 6.67 -0.88
H -3.37 5.47 -1.84
C 3.43 0.54 7.30
C 4.14 0.55 5.96
O 3.04 0.70 5.04
C 2.02 1.29 5.71
O 1.03 1.70 5.19
O 2.27 1.34 7.03
H 4.02 0.99 8.10
H 3.11 -0.45 7.60
H 4.81 1.39 5.84
H 4.67 -0.38 5.75
*
```

Results
LUMO level	-3.2134	eV


This record from the Open Molecules 2025 dataset describes a 8-piece molecular cluster, C21H38Cl6N2O11 overall. The level of theory is wB97M-V/def2-TZVPD.

```
! wB97M-V def2-TZVPD RIJCOSX def2/J DEFGRID3
* xyz 0 1
C 10.51 -5.58 -22.70
C 10.65 -5.39 -21.18
O 9.29 -5.20 -20.89
C 8.44 -5.21 -21.95
O 7.22 -5.24 -21.81
O 9.11 -5.41 -23.06
H 10.86 -6.59 -22.89
H 11.03 -4.86 -23.34
H 11.15 -4.43 -21.06
H 11.25 -6.21 -20.77
C 15.30 -1.08 -10.64
C 16.47 -0.22 -11.16
O 17.01 -0.95 -12.24
C 16.05 -1.88 -12.67
O 16.27 -2.60 -13.59
O 14.98 -1.87 -11.78
H 14.35 -0.63 -10.35
H 15.59 -1.65 -9.76
H 17.08 -0.09 -10.27
H 16.12 0.79 -11.40
C 17.20 -4.48 -19.09
C 18.38 -5.24 -19.64
O 17.71 -5.55 -20.89
C 16.62 -4.76 -21.15
O 15.85 -4.84 -22.10
O 16.41 -4.00 -20.15
H 17.70 -3.63 -18.64
H 16.71 -4.99 -18.25
H 18.70 -6.08 -19.02
H 19.15 -4.49 -19.78
C 13.36 -2.31 -31.80
C 12.70 -2.50 -30.46
O 11.57 -3.09 -30.47
N 13.33 -2.22 -29.33
C 12.75 -2.50 -28.01
H 13.71 -1.28 -31.89
H 12.72 -2.41 -32.67
H 14.20 -3.00 -31.69
H 14.25 -1.81 -29.38
H 11.76 -2.03 -27.93
H 13.39 -2.31 -27.15
H 12.56 -3.57 -27.94
C 16.47 -9.21 -26.84
C 15.48 -10.34 -26.77
O 14.45 -10.18 -26.15
N 15.78 -11.42 -27.58
C 15.00 -12.69 -27.70
H 16.45 -8.72 -25.86
H 16.04 -8.39 -27.41
H 17.42 -9.62 -27.19
H 16.65 -11.60 -28.06
H 14.43 -12.78 -26.77
H 15.73 -13.50 -27.74
H 14.25 -12.67 -28.49
Cl 16.84 -10.43 -16.63
C 15.52 -11.56 -16.47
C 14.31 -11.03 -15.74
Cl 13.30 -9.89 -16.71
H 15.91 -12.42 -15.94
H 15.27 -11.72 -17.52
H 14.68 -10.43 -14.91
H 13.56 -11.76 -15.43
Cl 22.81 -9.18 -22.80
C 21.66 -10.17 -21.82
C 20.20 -10.28 -22.42
Cl 19.33 -11.65 -21.69
H 21.67 -9.92 -20.76
H 22.21 -11.09 -22.03
H 20.41 -10.70 -23.41
H 19.58 -9.38 -22.39
Cl 19.94 0.47 -18.98
C 19.03 1.85 -19.54
C 18.59 1.57 -20.95
Cl 19.88 0.95 -22.05
H 19.59 2.77 -19.66
H 18.16 1.97 -18.89
H 18.21 2.47 -21.44
H 17.74 0.89 -20.88
*
```

Results
structure (SMILES)	O=C1OCCO1.O=C1OCCO1.O=C1OCCO1.CNC(C)=O.CNC(C)=O.ClCCCl.ClCCCl.ClCCCl
LUMO level	0.1785	eV


This record from the Open Molecules 2025 dataset describes C21H38ClFLaNO11PS3 as an isolated structure. The level of theory is wB97M-V/def2-TZVPD.

```
! wB97M-V def2-TZVPD RIJCOSX def2/J DEFGRID3
* xyz 3 1
C 0.71 5.25 1.32
C 1.57 5.21 0.03
C 0.85 4.66 -1.20
C 1.76 4.00 -2.22
C 2.42 2.67 -1.74
C 1.38 1.51 -1.82
C 1.79 0.39 -0.85
C 0.80 -0.76 -0.52
C 1.17 -1.82 -1.63
C 1.22 -1.37 -3.10
C 2.59 -1.04 -3.68
N 0.27 -1.30 -3.91
C -0.71 -0.38 -0.65
F -0.97 0.22 -1.87
C -1.63 -1.64 -0.80
C -3.15 -1.38 -0.93
C -4.00 -1.56 0.37
C -5.03 -0.46 0.69
S -5.98 0.15 -0.68
O -5.23 1.20 -1.33
O -7.19 0.68 -0.17
O -6.23 -1.00 -1.74
C -1.19 0.63 0.40
S 0.00 1.92 0.93
Cl -2.54 1.65 -0.14
O -1.51 -0.08 1.60
S -0.38 -1.11 2.14
O 0.13 -0.64 3.37
O -1.15 -2.31 2.38
C 1.00 -1.43 0.94
C 1.18 -2.97 0.91
C 1.35 -3.83 2.17
O 0.90 -3.29 3.47
C 1.42 -4.04 4.57
O 2.42 -3.69 5.06
P 2.58 -0.81 1.77
O 3.69 -1.00 0.87
O 2.43 0.68 2.30
O 2.91 -1.61 3.09
H 1.08 4.46 1.99
H 0.83 6.17 1.86
H -0.33 5.05 1.08
H 2.49 4.69 0.27
H 1.86 6.24 -0.19
H 0.39 5.52 -1.70
H 0.00 4.02 -0.90
H 1.17 3.81 -3.12
H 2.53 4.72 -2.48
H 3.19 2.43 -2.47
H 2.78 2.84 -0.74
H 0.42 1.97 -1.61
H 1.35 1.24 -2.87
H 2.72 -0.02 -1.20
H 2.10 0.98 0.01
H 2.19 -2.10 -1.40
H 0.58 -2.74 -1.58
H 2.54 -0.07 -4.16
H 3.38 -1.11 -2.93
H 2.82 -1.79 -4.44
H -0.60 -1.57 -3.44
H -1.35 -2.13 -1.72
H -1.50 -2.39 -0.02
H -3.52 -2.16 -1.59
H -3.38 -0.47 -1.48
H -4.56 -2.49 0.28
H -3.39 -1.70 1.26
H -5.76 -0.91 1.36
H -4.63 0.37 1.25
H -5.80 -1.81 -1.43
H -0.70 2.52 1.93
H 0.34 -3.37 0.36
H 2.09 -3.15 0.34
H 2.38 -4.14 2.32
H 0.84 -4.78 2.01
H 0.92 -5.04 4.95
H 3.09 1.23 1.86
H 2.46 -1.21 3.86
La -0.67 -4.47 5.10
*
```

Results
LUMO level	-14.6061	eV


| no. | E_tot (Eh) |
| --- | --- |
| 1 | -2325.61440 |
| 2 | -2897.48256 |
| 3 | -3687.32483 |
| 4 | -3901.13594 |
| 5 | -4521.19885 |
| 6 | -3831.49555 |